ORCA calculation (wB97M-V/def2-TZVPD) on 15 unconnected molecules or ions with the total composition C4H38NO16.

Values from the calculation:
Energy relative to the best compared isomer or geometry (same formula, charge and spin), kcal/mol: 83.24
DFT total energy, Ha: -1433.53987
HOMO-LUMO gap, hartree: 0.3791
Total charge: +1
LUMO level, eV: -2.709

XYZ file:
```
59
Properties=species:S:1:pos:R:3:mulliken_charge:R:1
O -3.258 -0.427 -2.007 -0.629
H -2.161 -2.398 0.594 0.315
O -0.735 -1.579 -3.643 -0.674
H -0.815 2.556 -3.618 0.247
C -1.238 0.558 0.562 -0.445
O -0.493 -1.536 2.398 -0.574
H 2.043 -2.549 -1.641 0.288
H 1.910 -0.485 0.336 0.532
O -1.957 -2.247 -0.339 -0.537
O 1.748 3.200 0.788 -0.661
H 0.522 -1.621 0.487 0.501
H 0.466 0.622 -3.098 0.242
O -1.529 -4.938 -0.175 -0.642
C -1.481 2.008 0.215 -0.804
H 1.133 -0.732 -3.223 0.386
H -4.383 1.369 1.950 0.259
C -0.068 -0.417 2.543 -0.414
H 1.003 2.814 0.266 0.490
H 3.320 1.057 0.768 0.268
O -1.086 1.730 -3.199 -0.615
H 2.874 0.060 -2.426 0.412
H -0.107 2.238 3.752 0.345
H -1.596 -0.071 -0.300 0.153
H -1.544 -4.000 -0.428 0.391
C 0.158 0.363 1.196 1.997
H 1.954 3.981 0.264 0.270
H -3.188 2.047 2.724 0.271
H 1.345 3.891 2.754 0.333
H 3.875 0.176 -0.474 0.401
H 3.981 -0.864 -2.326 0.412
H 0.377 0.101 3.444 0.460
H 1.992 2.568 3.177 0.298
H -2.383 2.333 -0.301 0.356
H 0.712 1.283 1.115 -0.851
H -0.716 -1.630 -2.683 0.278
H -3.314 0.425 -1.567 0.339
H 0.493 -0.554 -0.592 -0.472
O 1.311 3.193 3.419 -0.677
O -0.551 1.437 4.120 -0.639
O -3.455 1.351 2.120 -0.542
O 0.920 -0.061 -2.567 -0.626
H 0.984 -2.808 2.797 0.300
H 1.756 -3.952 2.349 0.304
O 2.781 -2.438 -2.239 -0.591
O 1.736 -3.001 2.217 -0.586
H -1.000 1.725 4.917 0.269
O 3.369 0.183 0.368 -0.722
H -1.943 0.140 1.266 0.574
H -2.819 -2.129 -0.733 0.242
H -0.496 2.045 -1.559 0.254
H -2.681 -0.351 -2.772 0.272
H -1.277 -4.988 0.750 0.282
O -0.356 2.393 -0.665 -0.588
H -1.500 1.186 -3.880 0.284
H -1.354 2.756 1.011 0.203
H 3.352 -3.205 -2.307 0.275
N 0.872 -0.671 0.362 0.243
H -1.332 -2.225 -4.034 0.309
O 3.828 0.090 -2.235 -0.766
```